{"formula": "C25H25N3O3", "method": "wB97M-V/def2-TZVPD", "symbols": ["C", "C", "O", "C", "C", "C", "C", "C", "C", "C", "C", "C", "N", "O", "H", "H", "H", "H", "H", "H", "H", "H", "H", "H", "C", "N", "C", "C", "N", "C", "C", "C", "C", "C", "C", "C", "C", "C", "C", "C", "O", "H", "H", "H", "H", "H", "H", "H", "H", "H", "H", "H", "H", "H", "H", "H"], "coordinates": [[5.039, -1.133, 2.592], [3.734, -0.386, 2.686], [2.761, -1.207, 1.981], [1.518, -0.671, 2.052], [0.514, -1.645, 1.593], [-0.892, -1.383, 1.732], [-1.375, -0.113, 2.152], [-2.714, 0.052, 2.480], [-3.603, -1.018, 2.306], [-3.181, -2.208, 1.696], [-1.824, -2.417, 1.460], [0.998, -2.960, 1.533], [1.356, -4.083, 1.515], [1.318, 0.452, 2.503], [5.775, -0.702, 3.274], [4.922, -2.194, 2.842], [5.452, -1.068, 1.581], [3.417, -0.280, 3.733], [3.771, 0.597, 2.197], [-0.661, 0.702, 2.273], [-3.052, 1.010, 2.884], [-4.639, -0.912, 2.623], [-3.899, -2.985, 1.419], [-1.452, -3.366, 1.063], [-2.259, 2.396, -1.038], [-1.122, 3.297, -1.167], [-1.243, 4.643, -1.489], [0.007, 5.164, -1.517], [0.890, 4.122, -1.244], [2.337, 4.220, -1.251], [0.189, 3.000, -0.996], [0.794, 1.679, -0.746], [0.212, 0.600, -1.548], [0.365, -0.699, -1.192], [-0.407, -1.755, -1.811], [-0.143, -3.112, -1.508], [-0.970, -4.120, -1.991], [-2.025, -3.808, -2.861], [-2.262, -2.478, -3.228], [-1.459, -1.461, -2.716], [1.752, 1.536, 0.031], [-1.916, 1.367, -0.889], [-2.878, 2.687, -0.177], [-2.879, 2.445, -1.947], [-2.197, 5.107, -1.680], [0.344, 6.167, -1.710], [2.762, 3.245, -1.505], [2.643, 4.970, -1.985], [2.699, 4.521, -0.261], [-0.269, 0.917, -2.482], [1.148, -0.969, -0.474], [0.723, -3.352, -0.886], [-0.777, -5.155, -1.697], [-2.656, -4.603, -3.257], [-3.060, -2.228, -3.929], [-1.628, -0.425, -3.021]], "de_lowest_kj_mol": 418.44, "fmax_ha_per_bohr": 0.062, "e_lumo_ev": -1.395, "orbital_gap_ev": 4.2759}



{"formula": "C39H51B3ClF4N14S3Y", "method": "wB97M-V/def2-TZVPD", "symbols": ["Y", "C", "C", "C", "C", "N", "N", "B", "N", "N", "C", "C", "C", "C", "C", "S", "C", "C", "C", "C", "N", "N", "C", "C", "C", "C", "C", "S", "C", "C", "C", "C", "C", "S", "C", "C", "C", "C", "H", "H", "H", "H", "H", "H", "H", "H", "H", "H", "H", "H", "H", "H", "H", "H", "H", "H", "H", "H", "H", "H", "H", "H", "H", "H", "H", "H", "H", "H", "H", "H", "H", "H", "H", "H", "H", "H", "H", "C", "C", "N", "N", "C", "B", "N", "C", "C", "C", "N", "N", "C", "C", "C", "N", "N", "C", "C", "C", "N", "H", "H", "H", "H", "H", "H", "H", "H", "H", "H", "H", "H", "F", "B", "F", "F", "F", "Cl"], "coordinates": [[-0.907, -0.644, -1.248], [3.139, 3.914, 2.014], [2.004, 3.278, 2.744], [1.026, 3.982, 3.374], [-0.042, 3.316, 4.030], [-0.137, 2.021, 4.004], [0.804, 1.315, 3.365], [0.482, -0.178, 3.292], [1.277, -1.008, 4.337], [1.349, -0.976, 5.640], [2.162, -1.856, 6.202], [2.887, -2.781, 5.418], [2.817, -2.782, 4.043], [3.569, -3.711, 3.150], [1.963, -1.808, 3.529], [1.491, -1.242, 1.942], [2.262, -1.777, 7.718], [3.247, -2.802, 8.278], [2.731, -0.363, 8.090], [0.871, -2.032, 8.316], [-0.994, -0.517, 3.290], [-1.356, -1.439, 4.193], [-2.596, -1.816, 4.245], [-3.581, -1.212, 3.423], [-3.221, -0.302, 2.485], [-4.193, 0.369, 1.576], [-1.827, 0.002, 2.370], [-1.209, 1.002, 1.136], [-2.962, -2.927, 5.210], [-1.730, -3.426, 5.961], [-3.564, -4.082, 4.394], [-3.994, -2.404, 6.219], [1.882, 1.859, 2.776], [3.095, 0.891, 2.065], [-1.126, 4.097, 4.747], [-0.486, 4.936, 5.861], [-1.805, 5.020, 3.721], [-2.168, 3.158, 5.349], [3.074, 4.999, 2.074], [3.122, 3.612, 0.964], [4.098, 3.598, 2.430], [1.052, 5.064, 3.364], [3.526, -3.500, 5.912], [4.202, -4.383, 3.725], [4.194, -3.149, 2.454], [2.873, -4.305, 2.554], [4.255, -2.659, 7.883], [2.927, -3.826, 8.075], [3.303, -2.687, 9.360], [3.721, -0.156, 7.678], [2.792, -0.269, 9.175], [2.033, 0.387, 7.718], [0.510, -3.028, 8.052], [0.153, -1.295, 7.960], [0.925, -1.967, 9.404], [-4.619, -1.495, 3.538], [-5.215, 0.066, 1.801], [-3.969, 0.130, 0.537], [-4.107, 1.453, 1.667], [-0.983, -3.820, 5.270], [-2.024, -4.226, 6.643], [-1.274, -2.624, 6.540], [-2.858, -4.435, 3.641], [-4.479, -3.779, 3.881], [-3.814, -4.911, 5.057], [-3.585, -1.575, 6.800], [-4.269, -3.203, 6.908], [-4.907, -2.062, 5.729], [0.261, 5.632, 5.473], [-0.006, 4.297, 6.605], [-1.255, 5.523, 6.363], [-1.112, 5.756, 3.310], [-2.617, 5.567, 4.203], [-2.221, 4.440, 2.895], [-1.718, 2.476, 6.072], [-2.652, 2.559, 4.577], [-2.930, 3.748, 5.859], [-4.205, -3.674, -1.558], [-3.993, -2.319, -1.319], [-2.913, -1.883, -1.956], [-2.404, -2.957, -2.624], [-3.168, -4.038, -2.387], [-1.286, -2.903, -3.722], [-1.320, -1.487, -4.361], [-1.308, -1.136, -5.658], [-1.267, 0.240, -5.744], [-1.236, 0.670, -4.418], [-1.269, -0.370, -3.592], [0.120, -3.128, -3.114], [1.185, -3.818, -3.560], [2.283, -3.468, -2.802], [1.804, -2.523, -1.902], [0.503, -2.319, -2.094], [-1.654, -3.925, -4.789], [-2.786, -3.885, -5.544], [-2.855, -5.048, -6.261], [-1.705, -5.763, -5.872], [-0.992, -5.087, -4.992], [-5.001, -4.298, -1.191], [-4.567, -1.650, -0.699], [-2.940, -4.982, -2.854], [-1.320, -1.884, -6.432], [-1.252, 0.839, -6.637], [-1.172, 1.670, -4.023], [1.071, -4.517, -4.368], [3.284, -3.848, -2.898], [2.324, -1.963, -1.142], [-3.460, -3.045, -5.497], [-3.619, -5.342, -6.960], [-1.370, -6.734, -6.198], [1.251, 0.207, -0.604], [1.239, 1.254, -1.639], [1.515, 0.642, -2.830], [2.002, 2.305, -1.272], [-0.196, 1.597, -1.639], [-1.294, -2.535, 0.635]], "de_lowest_kj_mol": 33.29, "fmax_ha_per_bohr": 0.019, "charge": 1, "spin_multiplicity": 2, "e_lumo_ev": [-3.235, -4.536], "orbital_gap_ev": [7.3313, 6.3249]}